1.
Formula: C5H5FO4Rb
Source: OMol25
Level of theory: ωB97M-V/def2-TZVPD

Cartesian coordinates (Å):
C: -0.885 -1.074 1.490
H: -0.005 1.277 0.858
H: -1.869 -1.001 1.009
C: -0.321 -2.337 1.611
O: -0.763 -3.433 1.120
Rb: -1.390 -3.336 -1.709
H: 0.631 -2.387 2.183
O: 1.488 1.118 -1.876
O: -0.534 1.511 -1.185
O: -0.178 -0.243 -2.541
C: 1.617 1.917 -0.758
C: 0.286 1.999 -0.127
C: 0.204 0.771 -2.014
H: 2.593 2.297 -0.479
F: -0.117 3.307 0.086
H: -0.758 -0.385 2.331

gap between HOMO and LUMO (alpha / beta)	5.701 / 5.704	eV
LUMO energy (alpha / beta)	-0.6843 / -0.6844	eV
energy relative to the best compared isomer or geometry (same formula, charge and spin)	0.000	eV
net charge	0
multiplicity	2
HOMO level (alpha / beta)	-6.39 / -6.39	eV

***

2.
Formula: C22H30ClN3O2
Source: OMol25
Level of theory: ωB97M-V/def2-TZVPD

Cartesian coordinates (Å):
C: 1.470 3.909 4.099
C: 0.595 3.498 2.930
H: -0.427 3.278 3.258
H: 0.543 4.283 2.167
O: 1.150 2.322 2.339
C: 0.627 1.942 1.170
O: -0.269 2.536 0.629
C: 1.335 0.713 0.611
C: 0.529 0.136 -0.555
C: -0.781 -0.481 -0.074
N: -0.531 -1.508 0.922
C: 0.112 -0.926 2.080
C: 1.477 -0.368 1.688
H: 1.975 0.039 2.569
H: 2.083 -1.183 1.287
H: 0.243 -1.707 2.835
H: -0.503 -0.120 2.527
C: -1.752 -2.219 1.276
C: -2.277 -2.993 0.113
C: -1.670 -4.055 -0.524
N: -2.488 -4.442 -1.522
N: -3.584 -3.690 -1.574
C: -3.483 -2.804 -0.597
C: -4.547 -1.794 -0.350
H: -4.137 -0.786 -0.407
H: -5.326 -1.905 -1.098
H: -4.982 -1.931 0.640
C: -2.258 -5.470 -2.500
C: -1.348 -4.976 -3.623
H: -1.799 -4.117 -4.114
H: -1.201 -5.763 -4.357
H: -0.380 -4.680 -3.226
H: -1.810 -6.337 -2.004
H: -3.233 -5.750 -2.903
H: -0.737 -4.544 -0.330
H: -1.503 -2.911 2.088
H: -2.532 -1.528 1.641
H: -1.292 -0.946 -0.920
H: -1.434 0.314 0.326
H: 0.302 0.925 -1.272
H: 1.122 -0.638 -1.045
C: 2.742 1.176 0.156
C: 2.685 2.406 -0.704
C: 2.497 2.315 -2.078
C: 2.401 3.450 -2.862
C: 2.496 4.696 -2.267
C: 2.699 4.813 -0.902
C: 2.795 3.669 -0.133
H: 2.964 3.760 0.930
H: 2.782 5.789 -0.449
Cl: 2.375 6.121 -3.239
H: 2.252 3.370 -3.927
H: 2.431 1.344 -2.545
H: 3.212 0.356 -0.391
H: 3.336 1.383 1.048
H: 1.056 4.795 4.571
H: 2.479 4.128 3.758
H: 1.518 3.106 4.830

gap between HOMO and LUMO	9.343	eV
LUMO energy	0.7392	eV
energy relative to the best compared isomer or geometry (same formula, charge and spin)	0.138	eV
net charge	0
multiplicity	1
structure (SMILES)	CCOC(=O)C1(Cc2ccc(Cl)cc2)CCN(Cc2cn(CC)nc2C)CC1
HOMO level	-8.60	eV

***

3.
Formula: C27H31F5N2S6SiW
Source: OMol25
Level of theory: ωB97M-V/def2-TZVPD

Cartesian coordinates (Å):
W: -0.247 0.292 0.557
S: -1.250 -1.497 1.720
C: -1.621 -2.719 0.493
C: -2.004 -4.000 0.885
C: -2.318 -4.962 -0.061
C: -2.267 -4.641 -1.412
C: -1.889 -3.368 -1.808
C: -1.555 -2.400 -0.862
S: -0.983 -0.820 -1.415
H: -2.044 -4.231 1.943
H: -2.605 -5.957 0.254
H: -2.521 -5.382 -2.159
H: -1.842 -3.109 -2.860
C: -2.486 4.228 1.679
C: -1.190 3.578 2.163
S: -1.039 1.763 2.370
C: -2.695 1.286 2.917
C: -3.733 1.142 1.803
S: -2.967 0.566 0.253
C: -3.471 1.783 -1.016
C: -3.933 3.178 -0.617
S: -2.703 4.411 -0.115
H: -2.458 5.259 2.035
H: -3.374 3.789 2.128
H: -0.959 3.975 3.155
H: -0.367 3.855 1.502
H: -3.018 1.998 3.678
H: -2.529 0.326 3.403
H: -4.262 2.069 1.620
H: -4.470 0.395 2.095
H: -4.283 1.305 -1.566
H: -2.606 1.833 -1.676
H: -4.752 3.169 0.102
H: -4.351 3.625 -1.521
C: 1.828 2.552 3.328
C: 2.221 1.157 2.931
C: 3.247 0.516 3.602
C: 3.640 -0.754 3.186
C: 3.085 -1.324 2.064
C: 2.128 -0.581 1.358
N: 1.634 0.577 1.874
N: 1.506 -0.851 0.191
Si: 2.186 -2.110 -0.853
C: 1.659 -2.151 -2.651
C: 1.780 -3.792 -0.117
C: 4.055 -1.842 -0.887
H: 2.698 3.064 3.738
H: 1.046 2.552 4.086
H: 1.484 3.103 2.455
H: 3.736 1.007 4.431
H: 4.405 -1.290 3.734
H: 3.387 -2.299 1.722
H: 0.838 -2.860 -2.782
H: 2.511 -2.504 -3.240
H: 1.327 -1.197 -3.049
H: 0.700 -3.959 -0.108
H: 2.137 -3.904 0.909
H: 2.237 -4.583 -0.718
H: 4.310 -0.780 -0.837
H: 4.454 -2.229 -1.827
H: 4.589 -2.350 -0.083
F: 2.470 0.646 -5.913
C: 1.917 0.993 -4.753
C: 2.707 1.143 -3.627
F: 4.020 0.922 -3.713
C: 2.123 1.471 -2.421
F: 2.903 1.577 -1.343
C: 0.748 1.680 -2.306
S: 0.097 2.266 -0.775
C: -0.019 1.508 -3.449
F: -1.341 1.719 -3.406
C: 0.549 1.163 -4.664
F: -0.211 1.006 -5.750

gap between HOMO and LUMO	6.639	eV
LUMO energy	-0.4362	eV
energy relative to the best compared isomer or geometry (same formula, charge and spin)	0.449	eV
net charge	0
multiplicity	1
HOMO level	-7.07	eV

***

4.
Formula: C13H27CsN3NbO2
Source: OMol25
Level of theory: ωB97M-V/def2-TZVPD

Cartesian coordinates (Å):
N: -1.791 1.246 -0.426
C: -1.359 2.607 -0.738
O: -1.992 3.641 -1.225
Cs: -4.106 1.382 -0.818
Nb: -0.165 0.352 -0.016
N: 0.361 -0.793 -1.672
N: -0.378 -0.859 1.650
C: 0.086 -0.393 -3.071
C: -0.438 -0.400 3.123
C: -1.419 -0.271 -3.222
C: 0.588 -1.370 -4.144
C: 0.770 0.952 -3.305
C: -1.194 -1.381 4.021
C: 0.926 -0.223 3.777
C: -1.190 0.911 3.055
H: -1.898 -1.244 -2.974
H: -1.669 -0.034 -4.249
H: -1.862 0.493 -2.562
H: 1.697 -1.410 -4.177
H: 0.258 -0.976 -5.111
H: 0.148 -2.377 -4.024
H: 0.455 1.756 -2.618
H: 0.566 1.275 -4.322
H: 1.870 0.817 -3.214
H: -2.167 -1.600 3.567
H: -1.411 -0.866 4.957
H: -0.670 -2.300 4.275
H: 1.486 -1.149 3.995
H: 0.784 0.287 4.742
H: 1.618 0.404 3.210
H: -0.576 1.670 2.511
H: -1.376 1.207 4.111
H: -2.157 0.693 2.543
C: -0.066 -2.337 1.656
H: -0.181 -2.812 0.662
H: 0.968 -2.585 1.992
H: -0.742 -2.920 2.303
C: 1.246 -1.988 -1.520
H: 2.032 -1.986 -2.293
H: 1.751 -2.019 -0.528
H: 0.688 -2.937 -1.677
C: 1.724 3.387 0.309
C: 1.287 1.946 0.275
O: 2.061 0.896 0.192
H: 0.861 3.990 -0.024
H: 2.603 3.621 -0.347
H: 1.971 3.698 1.352

gap between HOMO and LUMO (alpha / beta)	5.503 / 5.502	eV
LUMO energy (alpha / beta)	-9.4330 / -9.4328	eV
net charge	+2
multiplicity	1
HOMO level (alpha / beta)	-14.94 / -14.94	eV

***

5.
Formula: C2H6N4S
Source: OMol25
Level of theory: ωB97M-V/def2-TZVPD

Cartesian coordinates (Å):
C: -0.593 -1.644 0.269
C: 0.250 1.844 -0.677
H: 1.003 -2.588 -0.455
H: 1.276 -0.905 -0.089
H: -2.274 -2.399 0.472
H: 0.326 1.424 1.316
H: -0.189 1.393 -1.569
H: 1.218 3.289 0.152
N: 0.763 -1.745 0.036
N: -1.365 -2.638 0.297
N: 0.006 1.015 0.433
N: 0.868 2.935 -0.744
S: -1.288 0.019 0.558

gap between HOMO and LUMO	10.010	eV
LUMO energy	0.5775	eV
energy relative to the best compared isomer or geometry (same formula, charge and spin)	0.724	eV
net charge	0
multiplicity	1
structure (SMILES)	[H]/N=C\NS/C(N)=N\[H]
HOMO level	-9.43	eV

***

6.
Formula: C31H68Cl2O20P2
Source: OMol25
Level of theory: ωB97M-V/def2-TZVPD

Cartesian coordinates (Å):
C: -0.697 0.025 0.515
Cl: -0.177 1.415 1.493
Cl: -1.095 0.510 -1.152
H: 0.172 -0.619 0.470
H: -1.587 -0.354 0.998
C: -3.842 -5.242 -1.015
O: -3.521 -4.801 0.297
P: -2.057 -4.267 0.662
O: -1.765 -2.939 0.113
O: -1.091 -5.420 0.176
C: -1.225 -6.744 0.671
O: -2.072 -4.324 2.254
C: -1.074 -3.598 2.961
H: -3.847 -6.333 -1.049
H: -3.169 -4.808 -1.758
H: -4.846 -4.903 -1.271
H: -1.414 -6.755 1.751
H: -0.270 -7.259 0.590
H: -2.044 -7.280 0.195
H: -0.350 -4.252 3.442
H: -1.575 -3.014 3.736
H: -0.573 -2.832 2.366
C: 4.908 2.453 2.169
O: 5.221 2.571 0.785
P: 4.657 1.508 -0.266
O: 4.924 1.840 -1.669
O: 5.277 0.154 0.325
C: 5.721 -0.877 -0.564
O: 3.085 1.429 0.090
C: 2.245 2.448 -0.478
H: 5.833 2.576 2.735
H: 4.383 1.547 2.456
H: 4.332 3.334 2.470
H: 4.888 -1.519 -0.840
H: 6.464 -1.489 -0.059
H: 6.191 -0.449 -1.447
H: 1.827 2.976 0.375
H: 1.511 2.027 -1.156
H: 2.859 3.201 -0.978
O: 4.918 -3.575 1.398
C: 3.831 -3.832 0.979
O: 3.360 -5.082 0.805
C: 4.309 -6.105 1.084
C: 3.583 -7.448 1.177
C: 2.825 -2.794 0.522
H: 4.740 -5.888 2.066
H: 5.160 -6.164 0.403
H: 4.287 -8.266 1.291
H: 3.020 -7.595 0.256
H: 2.896 -7.348 2.017
H: 2.640 -2.897 -0.547
H: 3.237 -1.812 0.733
H: 1.873 -3.014 1.009
O: -2.038 -3.780 -4.107
C: -1.094 -3.901 -3.368
O: -0.628 -5.088 -2.969
C: -1.284 -6.271 -3.385
C: -0.352 -7.444 -3.140
C: -0.285 -2.729 -2.868
H: -1.535 -6.242 -4.447
H: -2.215 -6.409 -2.829
H: 0.641 -7.298 -3.557
H: -0.812 -8.344 -3.559
H: -0.279 -7.680 -2.077
H: 0.253 -2.956 -1.957
H: -0.919 -1.853 -2.767
H: 0.367 -2.472 -3.709
O: 2.350 5.286 3.236
C: 1.609 4.768 4.034
O: 1.174 5.332 5.150
C: 1.549 6.682 5.448
C: 0.644 7.662 4.710
C: 1.084 3.351 3.877
H: 2.613 6.828 5.266
H: 1.390 6.768 6.523
H: 0.915 7.719 3.657
H: 0.799 8.661 5.123
H: -0.394 7.369 4.846
H: 1.661 2.594 4.404
H: 1.112 3.175 2.805
H: 0.064 3.325 4.257
O: -4.162 0.339 3.039
C: -4.566 0.435 1.909
O: -4.765 1.606 1.291
C: -4.331 2.795 1.962
C: -4.778 4.008 1.175
C: -4.998 -0.742 1.084
H: -3.240 2.781 1.971
H: -4.710 2.860 2.981
H: -4.423 3.954 0.145
H: -4.390 4.930 1.607
H: -5.865 4.102 1.150
H: -5.335 -1.558 1.727
H: -4.156 -1.276 0.626
H: -5.736 -0.540 0.315
O: -2.101 7.231 -0.584
C: -1.301 7.254 0.317
O: -0.765 6.175 0.867
C: -0.936 4.886 0.281
C: 0.053 4.708 -0.851
C: -0.978 8.526 1.051
H: -1.967 4.779 -0.067
H: -0.730 4.154 1.060
H: -0.127 5.316 -1.737
H: -0.055 3.678 -1.190
H: 1.038 4.907 -0.433
H: -1.507 8.568 2.006
H: -1.281 9.387 0.467
H: 0.074 8.567 1.337
O: -2.278 2.245 -5.288
C: -1.259 1.823 -4.824
O: -0.888 0.527 -4.798
C: -1.735 -0.376 -5.490
C: -1.648 -0.275 -7.016
C: -0.285 2.667 -4.073
H: -2.796 -0.307 -5.232
H: -1.438 -1.386 -5.207
H: -2.284 -1.063 -7.418
H: -0.611 -0.413 -7.318
H: -2.056 0.682 -7.336
H: -0.248 2.580 -2.992
H: -0.472 3.718 -4.309
H: 0.760 2.581 -4.389

gap between HOMO and LUMO	10.484	eV
LUMO energy	0.2962	eV
energy relative to the best compared isomer or geometry (same formula, charge and spin)	0.000	eV
net charge	0
multiplicity	1
structure (SMILES)	COP(=O)(OC)OC.COP(=O)(OC)OC.CCOC(C)=O.CCOC(C)=O.CCOC(C)=O.CCOC(C)=O.CCOC(C)=O.CCOC(C)=O.ClCCl
HOMO level	-10.19	eV

***

7.
Formula: C3H7N
Source: OMol25
Level of theory: ωB97M-V/def2-TZVPD

Cartesian coordinates (Å):
C: 2.739 0.844 -2.154
C: 2.021 1.851 -2.725
H: 2.826 0.768 -1.101
H: 2.962 0.025 -2.852
H: 1.785 2.799 -2.162
H: 1.695 1.950 -3.818
C: -2.335 -0.768 2.420
N: -2.506 -2.037 2.586
H: -1.424 -0.347 1.946
H: -3.149 -0.082 2.566
H: -1.704 -2.416 2.076

gap between HOMO and LUMO	11.064	eV
LUMO energy	0.9193	eV
energy relative to the best compared isomer or geometry (same formula, charge and spin)	1.953	eV
net charge	0
multiplicity	1
structure (SMILES)	C=C.C=N
HOMO level	-10.14	eV

***

8.
Formula: C5H12N
Source: OMol25
Level of theory: ωB97M-V/def2-TZVPD

Cartesian coordinates (Å):
C: 0.002 -1.488 0.322
C: 0.960 -1.724 1.191
N: -1.366 -1.186 0.811
H: 0.084 -1.355 -0.745
H: 1.999 -1.618 0.912
H: 0.751 -1.987 2.221
H: -1.411 -1.191 1.831
H: -1.584 -0.239 0.460
H: -2.085 -1.818 0.447
C: 1.348 1.293 -0.362
C: 0.166 1.160 -1.279
C: -1.034 1.692 -1.093
H: 2.043 0.474 -0.539
H: 1.931 2.184 -0.609
H: 1.012 1.347 0.670
H: 0.316 0.609 -2.205
H: -1.838 1.544 -1.805
H: -1.294 2.304 -0.231

gap between HOMO and LUMO	9.897	eV
LUMO energy	-3.7566	eV
energy relative to the best compared isomer or geometry (same formula, charge and spin)	2.247	eV
net charge	+1
multiplicity	1
HOMO level	-13.65	eV

***

9.
Formula: C18H30N2O2
Source: OMol25
Level of theory: ωB97M-V/def2-TZVPD

Cartesian coordinates (Å):
C: 6.368 -2.048 0.531
C: 5.992 -1.483 -0.694
C: 5.764 -0.607 -2.098
N: 4.304 -0.667 -2.558
C: 4.019 0.418 -3.589
O: 2.568 0.600 -3.814
C: 1.780 0.134 -2.649
C: 0.806 -1.203 -2.900
C: -0.141 -1.760 -1.670
C: -1.185 -3.054 -1.826
C: -0.132 -1.051 -0.159
C: 0.844 0.270 0.066
C: 1.786 0.869 -1.167
C: 2.745 2.228 -0.991
C: 2.432 2.936 0.491
C: 2.129 3.313 -2.104
H: 6.589 -2.335 1.654
H: 6.503 -1.111 -2.889
H: 6.128 0.518 -1.938
H: 4.562 1.390 -3.222
H: 4.493 0.034 -4.610
H: 0.801 -1.745 -3.963
H: -2.207 -2.676 -1.339
H: -1.450 -3.287 -2.954
H: -0.833 -3.998 -1.230
H: -0.845 -1.486 0.693
H: 0.825 0.753 1.153
H: 3.885 2.005 -1.155
H: 2.784 2.275 1.395
H: 2.832 4.049 0.537
H: 1.243 3.036 0.521
H: 0.969 3.038 -2.167
H: 2.604 3.193 -3.169
H: 2.158 4.427 -1.704
C: -5.068 0.219 4.163
C: -5.292 -0.973 3.243
C: -3.999 -1.488 2.594
O: -3.601 -0.603 1.539
C: -2.575 0.317 1.909
N: -6.204 -0.539 2.137
H: -4.792 1.122 3.614
H: -5.983 0.447 4.724
H: -4.279 0.005 4.890
H: -5.798 -1.776 3.789
H: -4.211 -2.452 2.117
H: -3.202 -1.663 3.326
H: -1.926 -0.069 2.700
H: -3.030 1.259 2.224
H: -1.964 0.517 1.023
H: -6.992 0.035 2.453
H: -6.568 -1.343 1.609
H: -5.640 0.007 1.462

gap between HOMO and LUMO	1.922	eV
LUMO energy	-2.0413	eV
energy relative to the best compared isomer or geometry (same formula, charge and spin)	23.284	eV
net charge	0
multiplicity	1
HOMO level	-3.96	eV

***

10.
Formula: C20H38NO2P3Sn
Source: OMol25
Level of theory: ωB97M-V/def2-TZVPD

Cartesian coordinates (Å):
P: 3.369 -0.554 0.249
C: 4.096 -0.845 1.903
H: 5.177 -1.031 1.816
H: 3.553 -1.687 2.358
H: 3.867 0.038 2.513
C: 3.814 -2.068 -0.684
H: 3.624 -1.891 -1.757
H: 3.141 -2.879 -0.357
H: 4.879 -2.296 -0.495
C: 4.513 0.641 -0.549
H: 5.544 0.234 -0.522
H: 4.411 1.611 -0.031
H: 4.177 0.799 -1.591
P: -0.950 3.498 -0.191
C: -1.088 4.619 1.243
H: -1.592 5.555 0.974
H: -0.077 4.775 1.637
H: -1.638 4.046 2.000
C: 0.080 4.444 -1.392
H: -0.003 3.974 -2.394
H: 1.136 4.344 -1.070
H: -0.255 5.502 -1.411
C: -2.594 3.619 -1.016
H: -2.818 4.686 -1.226
H: -3.332 3.133 -0.347
H: -2.566 3.025 -1.951
P: -2.606 -2.021 0.497
C: -3.431 -2.533 2.015
H: -3.956 -3.491 1.850
H: -4.148 -1.762 2.304
H: -2.709 -2.632 2.826
C: -3.879 -2.104 -0.789
H: -4.538 -2.972 -0.579
H: -3.408 -2.216 -1.781
H: -4.440 -1.160 -0.793
C: -1.525 -3.377 -0.010
H: -2.098 -4.332 0.044
H: -0.633 -3.381 0.654
H: -1.182 -3.249 -1.054
Sn: 0.046 -0.027 -1.792
C: 0.961 1.110 0.270
O: 1.002 1.388 1.397
C: -1.744 -0.178 0.376
O: -1.915 0.796 1.115
C: -1.296 -0.184 -3.662
C: -0.630 -1.426 -3.479
C: 0.797 -1.458 -3.462
C: 1.517 -0.271 -3.654
C: 0.861 0.956 -3.807
C: -0.554 1.012 -3.775
H: -2.385 -0.160 -3.714
H: -1.188 -2.352 -3.389
H: 1.292 -2.415 -3.369
H: 2.599 -0.308 -3.735
H: 1.424 1.860 -3.994
H: -1.082 1.956 -3.913
C: -0.577 -1.146 5.243
C: 0.633 -1.007 4.317
C: 0.336 -1.382 2.943
N: 0.140 -1.693 1.836
H: -1.323 -0.381 5.012
H: -0.257 -1.019 6.276
H: -1.037 -2.132 5.134
H: 0.985 0.033 4.284
H: 1.483 -1.633 4.647

gap between HOMO and LUMO (alpha / beta)	5.114 / 3.973	eV
LUMO energy (alpha / beta)	-14.0879 / -14.7571	eV
net charge	+4
multiplicity	1
HOMO level (alpha / beta)	-19.20 / -18.73	eV

***

no.,F_max (eV/Å),calculated total energy (hartree)
1,3.28,-618.32575
2,0.81,-1631.28695
3,0.43,-4402.11690
4,9.52,-902.69839
5,3.11,-696.99944
6,2.11,-4330.12176
7,3.87,-173.17032
8,0.71,-252.14854
9,8.92,-963.06437
10,7.02,-2226.72139